The following is a DFT calculation (wB97M-V/def2-TZVPD) of a single C17H18BrFN2O3S2 molecule at a distorted geometry.

## Properties
LUMO energy ... 0.1 eV
ΔE to the lowest compared entry with this formula, charge and spin ... 0.048 eV
HOMO level ... -9.05 eV
Net charge ... 0
SMILES ... O=C(NCc1ccc(F)cc1)[C@@H]1CCCN(S(=O)(=O)c2ccc(Br)s2)C1
Frontier orbital gap ... 9.141 eV

Geometry as XYZ:
```
44
Properties=species:S:1:pos:R:3:forces:R:3
O 1.8863 -2.7703 -3.7357 0.1 -0.3 -0.3
C 1.3643 -2.1113 -2.8594 0.2 -0.2 0.6
N 0.8487 -0.8849 -3.0475 -0.1 0.5 -0.1
H 0.3871 -0.4052 -2.2844 0.1 -0.2 0.0
C 0.7311 -0.2789 -4.3562 0.1 0.0 -0.1
C -0.7151 -0.1543 -4.7670 0.1 0.0 -0.1
C -1.6118 0.5212 -3.9447 0.0 -0.1 -0.2
C -2.9443 0.6326 -4.2966 -0.2 0.0 -0.1
C -3.3682 0.0640 -5.4842 0.2 0.0 0.0
C -2.5005 -0.6141 -6.3192 -0.3 0.1 0.0
C -1.1714 -0.7222 -5.9486 0.0 0.1 0.2
H -0.4826 -1.2562 -6.5855 0.1 -0.1 -0.1
H -2.8665 -1.0492 -7.2356 -0.1 0.0 -0.1
F -4.6674 0.1733 -5.8367 0.1 0.0 0.0
H -3.6501 1.1504 -3.6668 -0.1 0.1 0.0
H -1.2708 0.9576 -3.0170 0.0 0.1 0.1
H 1.1966 0.7140 -4.3323 0.0 -0.1 -0.1
H 1.2791 -0.9149 -5.0549 0.0 0.2 0.1
C 1.2264 -2.6380 -1.4280 -0.1 -0.1 -0.2
C -0.2467 -2.9617 -1.1485 0.1 -0.2 0.1
C -0.3972 -3.5883 0.2375 0.0 0.1 -0.1
C 0.3199 -2.7233 1.2929 -0.3 -0.4 0.4
N 0.8150 -1.4815 0.7348 -0.8 0.7 -0.2
S -0.2956 -0.2524 0.5951 0.8 0.7 0.7
O -1.5801 -0.6726 1.0567 0.0 -0.3 0.2
O -0.1935 0.3942 -0.6874 0.2 0.0 0.1
C 0.3605 0.8877 1.7847 -0.3 -0.2 -0.2
C 1.0881 2.0165 1.5624 -0.3 -0.3 -0.4
C 1.4920 2.6505 2.7550 -0.1 -0.2 0.5
C 1.0579 1.9707 3.8538 -0.1 -0.3 -0.2
S 0.1446 0.5520 3.4544 0.3 0.6 0.2
Br 1.3622 2.4356 5.6364 0.0 0.0 0.0
H 2.0680 3.5564 2.8006 0.1 0.1 0.0
H 1.3100 2.3768 0.5753 0.0 0.1 -0.2
C 1.7525 -1.6608 -0.3533 0.4 0.2 -0.3
H 2.6874 -2.0339 0.0763 -0.1 0.1 0.0
H 1.9437 -0.6719 -0.7702 0.2 -0.1 -0.1
H 1.1814 -3.2480 1.7153 0.0 0.1 0.0
H -0.3573 -2.4569 2.1035 0.1 -0.3 0.1
H 0.0293 -4.5923 0.2328 0.0 0.0 0.0
H -1.4568 -3.6670 0.4784 0.0 -0.1 0.0
H -0.6210 -3.6481 -1.9093 0.0 0.1 0.0
H -0.8444 -2.0484 -1.1992 -0.1 -0.1 -0.2
H 1.7963 -3.5713 -1.3865 0.0 0.1 -0.1
```
Positions in Å, forces in eV/Å.

How is the electron density shared among the atoms? According to natural (NBO), the charges in e are: number 1, O, carries -0.632; number 2, C, carries 0.696; number 3, N, carries -0.643; number 4, H, carries 0.428; number 5, C, carries -0.242; number 6, C, carries -0.051; number 7, C, carries -0.187; number 8, C, carries -0.278; number 9, C, carries 0.397; number 10, C, carries -0.278; number 11, C, carries -0.184; number 12, H, carries 0.219; number 13, H, carries 0.229; number 14, F, carries -0.327; number 15, H, carries 0.230; number 16, H, carries 0.220; number 17, H, carries 0.200; number 18, H, carries 0.241; number 19, C, carries -0.338; number 20, C, carries -0.392; number 21, C, carries -0.424; number 22, C, carries -0.227; number 23, N, carries -0.678; number 24, S, carries 2.352; number 25, O, carries -0.920; number 26, O, carries -0.966; number 27, C, carries -0.552; number 28, C, carries -0.195; number 29, C, carries -0.289; number 30, C, carries -0.309; number 31, S, carries 0.516; number 32, Br, carries 0.134; number 33, H, carries 0.243; number 34, H, carries 0.245; number 35, C, carries -0.224; number 36, H, carries 0.215; number 37, H, carries 0.232; number 38, H, carries 0.207; number 39, H, carries 0.230; number 40, H, carries 0.208; number 41, H, carries 0.224; number 42, H, carries 0.235; number 43, H, carries 0.205; number 44, H, carries 0.230


The following is a DFT calculation (wB97M-V/def2-TZVPD) of a single C17H18BrNO3 molecule.

## Properties
LUMO energy ... 0.6 eV
ΔE to the lowest compared entry with this formula, charge and spin ... 0.000 eV
HOMO level ... -7.99 eV
Net charge ... 0
SMILES ... COc1ccc(CCNC(=O)c2cccc(Br)c2)cc1OC
Frontier orbital gap ... 8.599 eV

Geometry as XYZ:
```
40
Properties=species:S:1:pos:R:3:forces:R:3
C -1.7970 -2.5566 -1.7446 -0.2 0.0 -0.5
H -1.0649 -3.0879 -2.3558 -0.1 0.1 0.0
O -1.5535 -2.7235 -0.3670 0.3 -0.1 0.3
C -0.5041 -2.0941 0.2358 -0.1 0.0 0.2
C -0.6136 -1.9871 1.6183 0.0 -0.1 -0.3
C 0.3326 -1.3181 2.3722 0.1 0.0 0.0
C 1.4435 -0.7643 1.7574 0.0 -0.2 0.2
C 1.6007 -0.9375 0.3877 0.0 -0.2 0.0
C 0.6456 -1.5750 -0.3916 0.0 0.0 -0.2
O 0.7678 -1.7123 -1.7478 -0.3 -0.2 0.5
C 1.8186 -1.0348 -2.4010 0.2 0.2 -0.2
H 2.7905 -1.4736 -2.1533 0.0 0.0 0.0
H 1.8236 0.0320 -2.1601 0.0 -0.1 0.0
H 1.6285 -1.1675 -3.4651 0.1 0.0 0.0
H 2.4839 -0.5374 -0.0819 0.1 0.1 -0.1
C 2.4008 0.1162 2.5155 0.0 0.1 -0.1
H 3.4135 -0.2899 2.4861 0.0 0.0 0.1
H 2.0881 0.1671 3.5602 0.0 0.0 0.0
C 2.4225 1.5377 1.9084 0.2 0.0 0.0
N 1.1159 1.9179 1.4205 0.0 0.2 0.3
C 0.8325 1.9062 0.0978 -0.2 0.3 0.1
O 1.6912 1.9437 -0.7655 0.2 0.0 -0.2
C -0.6164 1.8493 -0.2648 -0.2 -0.1 -0.2
C -1.5285 1.1269 0.4963 0.0 0.1 0.0
C -2.8288 0.9958 0.0441 -0.2 -0.1 0.1
C -3.2480 1.5785 -1.1400 -0.1 -0.1 0.1
C -2.3342 2.2982 -1.8920 0.1 0.0 0.0
C -1.0250 2.4237 -1.4651 0.1 0.0 0.1
H -0.2969 2.9596 -2.0546 0.1 0.0 -0.1
H -2.6479 2.7509 -2.8202 0.0 0.1 -0.1
H -4.2684 1.4617 -1.4716 -0.1 0.0 0.0
Br -4.0609 -0.0231 1.0770 0.1 0.1 -0.1
H -1.2316 0.6272 1.4057 0.0 -0.1 0.0
H 0.3559 1.8560 2.0797 0.0 0.0 -0.2
H 2.7636 2.2615 2.6536 0.1 -0.1 -0.1
H 3.0895 1.5811 1.0456 0.0 0.0 0.2
H 0.1915 -1.2181 3.4387 0.0 0.0 0.1
H -1.4917 -2.4110 2.0796 -0.1 0.0 0.0
H -1.8009 -1.5000 -2.0276 0.0 -0.1 0.0
H -2.7880 -2.9795 -1.9106 0.0 0.1 0.0
```
Positions in Å, forces in eV/Å.

How is the electron density shared among the atoms? According to natural (NBO), the charges in e are: number 1, C, carries -0.240; number 2, H, carries 0.187; number 3, O, carries -0.501; number 4, C, carries 0.240; number 5, C, carries -0.242; number 6, C, carries -0.243; number 7, C, carries -0.023; number 8, C, carries -0.313; number 9, C, carries 0.310; number 10, O, carries -0.522; number 11, C, carries -0.265; number 12, H, carries 0.171; number 13, H, carries 0.212; number 14, H, carries 0.196; number 15, H, carries 0.230; number 16, C, carries -0.433; number 17, H, carries 0.223; number 18, H, carries 0.206; number 19, C, carries -0.224; number 20, N, carries -0.607; number 21, C, carries 0.668; number 22, O, carries -0.642; number 23, C, carries -0.063; number 24, C, carries -0.259; number 25, C, carries -0.064; number 26, C, carries -0.232; number 27, C, carries -0.203; number 28, C, carries -0.184; number 29, H, carries 0.234; number 30, H, carries 0.221; number 31, H, carries 0.230; number 32, Br, carries 0.056; number 33, H, carries 0.239; number 34, H, carries 0.395; number 35, H, carries 0.203; number 36, H, carries 0.232; number 37, H, carries 0.211; number 38, H, carries 0.231; number 39, H, carries 0.177; number 40, H, carries 0.187


The following is a DFT calculation (wB97M-V/def2-TZVPD) of a single C17H18ClN3O3 molecule.

## Properties
LUMO energy ... 0.3 eV
ΔE to the lowest compared entry with this formula, charge and spin ... 0.201 eV
HOMO level ... -8.73 eV
Net charge ... 0
SMILES ... O=C(COc1ccccc1Cl)NCCCNC(=O)c1ccncc1
Frontier orbital gap ... 8.989 eV

Geometry as XYZ:
```
42
Properties=species:S:1:pos:R:3:forces:R:3
O -0.8764 -2.3530 -2.2120 0.0 -0.2 -0.3
C -0.7726 -1.4170 -1.4435 -0.1 0.5 0.2
N -0.6331 -1.5378 -0.1159 0.1 0.2 0.3
H -0.4596 -0.7183 0.4578 -0.1 0.0 -0.1
C -0.5246 -2.8279 0.5203 0.2 -0.3 -0.2
H -1.0387 -2.7822 1.4836 0.0 0.0 0.0
H -1.0302 -3.5480 -0.1285 0.0 0.1 0.2
C 0.9262 -3.2784 0.7228 -0.2 0.2 0.1
H 0.9076 -4.2755 1.1640 0.0 -0.1 0.0
H 1.4163 -3.3489 -0.2503 0.0 -0.1 0.0
C 1.7323 -2.3471 1.6388 -0.1 -0.3 0.0
N 2.3371 -1.2332 0.9424 0.2 0.0 0.0
C 1.8368 0.0207 0.9799 0.2 -0.3 0.0
O 0.7934 0.2930 1.5499 -0.2 0.2 0.1
C 2.6394 1.0455 0.2510 0.2 0.4 -0.2
C 1.9729 2.0972 -0.3712 0.1 -0.2 0.1
C 2.7257 3.0511 -1.0378 -0.3 -0.1 0.0
N 4.0457 3.0202 -1.1032 0.3 0.4 -0.2
C 4.6776 2.0320 -0.4952 0.2 -0.2 0.1
C 4.0303 1.0170 0.1927 -0.2 0.0 0.0
H 4.6019 0.2482 0.6917 0.1 0.0 0.0
H 5.7575 2.0556 -0.5637 0.1 -0.1 0.1
H 2.2514 3.8826 -1.5417 -0.1 0.0 0.0
H 0.8972 2.1525 -0.3284 -0.1 0.0 0.0
H 3.1412 -1.4277 0.3674 -0.1 0.1 0.0
H 1.0822 -1.9247 2.4092 0.1 -0.1 0.0
H 2.5329 -2.9129 2.1244 -0.1 0.1 0.0
C -0.7949 0.0291 -1.9565 0.0 -0.3 -0.4
H -1.4732 0.0819 -2.8171 0.1 -0.1 0.1
H 0.2139 0.2784 -2.3034 -0.1 -0.1 0.0
O -1.1041 1.0042 -0.9915 -0.1 0.1 0.3
C -2.3695 1.0450 -0.4866 -0.1 0.2 0.1
C -3.3752 0.1312 -0.7768 0.2 0.0 -0.1
C -4.6296 0.2668 -0.2048 0.0 0.0 0.0
C -4.8993 1.3077 0.6634 -0.1 0.0 0.0
C -3.9070 2.2264 0.9635 0.1 -0.1 -0.1
C -2.6563 2.0966 0.3918 0.1 -0.2 -0.1
Cl -1.4198 3.2423 0.7552 0.1 0.2 0.1
H -4.0974 3.0465 1.6374 0.0 0.1 0.1
H -5.8765 1.4093 1.1086 -0.1 0.0 0.0
H -5.3965 -0.4538 -0.4440 -0.1 -0.1 0.0
H -3.1852 -0.6947 -1.4437 0.0 -0.1 -0.1
```
Positions in Å, forces in eV/Å.

How is the electron density shared among the atoms? According to natural (NBO), the charges in e are: number 1, O, carries -0.638; number 2, C, carries 0.643; number 3, N, carries -0.637; number 4, H, carries 0.437; number 5, C, carries -0.223; number 6, H, carries 0.198; number 7, H, carries 0.233; number 8, C, carries -0.413; number 9, H, carries 0.214; number 10, H, carries 0.211; number 11, C, carries -0.233; number 12, N, carries -0.599; number 13, C, carries 0.669; number 14, O, carries -0.640; number 15, C, carries -0.113; number 16, C, carries -0.221; number 17, C, carries 0.038; number 18, N, carries -0.402; number 19, C, carries 0.034; number 20, C, carries -0.240; number 21, H, carries 0.215; number 22, H, carries 0.195; number 23, H, carries 0.198; number 24, H, carries 0.262; number 25, H, carries 0.400; number 26, H, carries 0.227; number 27, H, carries 0.203; number 28, C, carries -0.164; number 29, H, carries 0.208; number 30, H, carries 0.221; number 31, O, carries -0.510; number 32, C, carries 0.352; number 33, C, carries -0.306; number 34, C, carries -0.192; number 35, C, carries -0.231; number 36, C, carries -0.199; number 37, C, carries -0.113; number 38, Cl, carries 0.021; number 39, H, carries 0.228; number 40, H, carries 0.218; number 41, H, carries 0.218; number 42, H, carries 0.231


The following is a DFT calculation (wB97M-V/def2-TZVPD) of a molecular structure, C17H18CoNO6S3 at a distorted geometry.

## Properties
LUMO energy ... -1.8 eV
HOMO level ... -9.41 eV
Net charge ... 0
Frontier orbital gap ... 7.604 eV

Geometry as XYZ:
```
46
Properties=species:S:1:pos:R:3:forces:R:3
Co -0.2245 1.1057 -0.5596 -0.2 0.1 0.2
C -0.3038 -0.9749 -4.0309 0.0 0.0 0.1
C 1.0376 -0.6694 -3.3646 0.0 0.0 0.0
C 2.1671 -1.4942 -3.9971 -0.1 0.0 0.0
C 1.0382 -0.9230 -1.8747 0.0 -0.1 -0.1
C 0.5224 -2.1162 -1.3597 0.0 0.0 0.0
C 0.7877 -2.4957 -0.0619 0.0 0.0 0.1
C 1.5531 -1.7019 0.8030 0.0 -0.1 0.1
C 1.8450 -2.1506 2.2064 0.0 0.0 0.0
C 1.9889 -0.4841 0.3301 0.1 0.1 -0.1
C 1.7328 -0.0773 -0.9969 -0.2 0.0 0.2
H -0.2927 -0.6349 -5.0671 0.0 0.0 0.0
H -1.1267 -0.4810 -3.5107 0.0 0.0 0.0
H -0.5023 -2.0486 -4.0423 0.0 0.0 0.0
H 1.2755 0.3828 -3.5201 0.0 0.0 0.0
H 1.9896 -2.5626 -3.8543 0.0 0.0 0.0
H 3.1314 -1.2466 -3.5508 0.0 0.0 0.0
H 2.2205 -1.2958 -5.0688 0.0 0.0 0.0
H -0.0520 -2.7699 -2.0029 0.0 0.0 0.0
H 0.4109 -3.4457 0.3018 0.0 0.0 0.0
H 1.0943 -1.7541 2.8917 0.0 0.0 0.0
H 2.8161 -1.7880 2.5430 0.0 0.0 0.0
H 1.8387 -3.2380 2.2804 0.0 0.0 0.0
H 2.5519 0.1784 0.9772 0.0 0.0 0.0
H 2.2008 0.8251 -1.3720 0.1 -0.1 -0.1
O 0.9578 2.6249 -0.2753 0.3 -0.1 0.2
S -0.2104 3.3408 -0.9050 0.5 0.6 -0.7
O -1.3344 2.6990 -0.1575 -0.5 -0.5 0.2
O -0.1509 4.7516 -0.9970 -0.1 0.0 0.1
S -0.3302 2.1785 -2.5661 0.0 0.1 0.2
O -1.7480 -0.1035 -0.6270 0.0 0.2 -0.1
C -1.8528 -0.0200 0.6324 0.1 -0.3 0.0
N -0.7704 0.3813 1.2750 0.1 0.2 0.1
S -1.0895 0.7253 2.8732 0.0 -0.1 0.0
O -1.0367 2.1270 3.1292 0.0 0.1 -0.1
O -0.3205 -0.1556 3.7019 -0.1 0.0 0.0
C -2.7820 0.1537 2.7675 0.2 0.0 -0.2
C -3.7354 0.0812 3.7565 0.0 0.0 0.1
C -4.9929 -0.3953 3.3973 0.0 0.0 0.0
C -5.2690 -0.7784 2.0882 0.0 0.0 0.0
C -4.2963 -0.6962 1.1002 0.0 0.0 -0.1
C -3.0467 -0.2299 1.4620 -0.2 0.0 0.1
H -3.5145 0.3879 4.7701 0.0 0.0 0.0
H -5.7701 -0.4647 4.1466 0.0 0.0 0.0
H -6.2566 -1.1414 1.8370 0.0 0.0 0.0
H -4.5029 -0.9842 0.0779 0.0 0.0 0.0
```
Positions in Å, forces in eV/Å.

How is the electron density shared among the atoms? According to natural (NBO), the charges in e are: number 1, Co, carries 1.158; number 2, C, carries -0.609; number 3, C, carries -0.270; number 4, C, carries -0.590; number 5, C, carries 0.061; number 6, C, carries -0.235; number 7, C, carries -0.149; number 8, C, carries -0.033; number 9, C, carries -0.644; number 10, C, carries -0.109; number 11, C, carries -0.370; number 12, H, carries 0.219; number 13, H, carries 0.224; number 14, H, carries 0.202; number 15, H, carries 0.225; number 16, H, carries 0.204; number 17, H, carries 0.213; number 18, H, carries 0.215; number 19, H, carries 0.222; number 20, H, carries 0.215; number 21, H, carries 0.260; number 22, H, carries 0.221; number 23, H, carries 0.214; number 24, H, carries 0.223; number 25, H, carries 0.262; number 26, O, carries -0.897; number 27, S, carries 2.161; number 28, O, carries -0.859; number 29, O, carries -0.867; number 30, S, carries -0.329; number 31, O, carries -0.611; number 32, C, carries 0.614; number 33, N, carries -0.872; number 34, S, carries 2.318; number 35, O, carries -0.893; number 36, O, carries -0.925; number 37, C, carries -0.299; number 38, C, carries -0.172; number 39, C, carries -0.177; number 40, C, carries -0.199; number 41, C, carries -0.164; number 42, C, carries -0.083; number 43, H, carries 0.239; number 44, H, carries 0.226; number 45, H, carries 0.225; number 46, H, carries 0.235